# 1
Density functional theory data (ωB97M-V with the def2-TZVPD basis set) for C7H30BCsN10O6 as an isolated structure.

## Properties
- LUMO (eV) = -1.55
- gap between HOMO and LUMO (eV) = 6.570
- HOMO level (Eh) = -0.29853
- relative energy (zero: lowest compared OMol25 entry of this formula, charge and spin) (kcal/mol) = 122.19

Geometry as ORCA input:
```
! wB97M-V def2-TZVPD RIJCOSX def2/J DEFGRID3
* xyz 0 1
Cs 0.932 2.351 4.919
B -0.334 0.905 -0.152
H -0.239 0.015 -0.756
H 0.588 1.119 0.366
H -0.626 1.775 -0.719
H -1.123 0.693 0.552
C 6.219 0.620 4.255
O 6.000 1.719 4.775
N 7.085 -0.209 4.863
N 5.773 0.126 3.143
H 7.164 -1.059 4.324
H 7.515 0.042 5.742
H 5.996 -0.847 2.990
H 5.496 0.848 2.494
C 3.735 -1.925 -3.012
O 4.666 -2.337 -3.588
N 3.747 -0.881 -2.219
N 2.564 -2.459 -3.130
H 4.672 -0.478 -2.160
H 2.907 -0.623 -1.723
H 1.859 -2.013 -2.560
H 2.357 -3.210 -3.773
C -1.715 0.948 -6.203
O -2.333 1.246 -7.177
N -0.382 0.979 -6.138
N -2.344 0.600 -5.090
H 0.128 1.394 -6.904
H 0.006 0.331 -5.467
H -3.293 0.930 -5.185
H -1.759 0.529 -4.269
C 1.786 -4.156 4.438
O 1.233 -3.249 5.051
N 1.841 -4.363 3.126
N 2.776 -4.826 4.995
H 2.451 -5.070 2.741
H 1.374 -3.854 2.389
H 3.156 -5.411 4.264
H 3.205 -4.816 5.909
C -5.242 -2.044 -0.026
O -6.116 -2.738 -0.384
N -5.196 -0.715 -0.200
N -4.166 -2.452 0.646
H -6.024 -0.414 -0.694
H -4.335 -0.191 -0.271
H -3.985 -3.428 0.833
H -3.500 -1.744 0.919
C -5.704 6.056 -0.175
C -4.672 5.034 -0.500
O -4.035 4.525 0.608
H -5.210 6.867 0.359
H -6.422 5.607 0.511
H -6.222 6.547 -0.999
H -3.840 5.448 -1.071
H -5.170 4.197 -0.989
H -3.244 4.062 0.321
*
```

---

# 2
Density functional theory data (ωB97M-V with the def2-TZVPD basis set) for C7H30O8 as an isolated structure.

## Properties
- LUMO (eV) = 0.30
- gap between HOMO and LUMO (eV) = 9.046
- HOMO level (Eh) = -0.32133
- relative energy (zero: lowest compared OMol25 entry of this formula, charge and spin) (kcal/mol) = 306.50

Geometry as ORCA input:
```
! wB97M-V def2-TZVPD RIJCOSX def2/J DEFGRID3
* xyz 0 1
C -6.656 16.604 -5.058
O -5.653 15.674 -4.693
H -7.229 16.138 -5.859
H -7.330 16.666 -4.204
H -6.289 17.583 -5.368
H -6.169 14.950 -4.331
C -9.020 14.139 -1.284
O -8.441 15.294 -1.853
H -9.908 13.852 -1.847
H -8.333 13.293 -1.291
H -9.280 14.174 -0.226
H -7.743 15.680 -1.320
C -9.121 12.437 -3.756
O -10.299 12.590 -4.493
H -8.434 11.918 -4.424
H -8.675 13.397 -3.494
H -9.338 11.907 -2.829
H -10.169 13.305 -5.120
C -6.177 16.218 -1.964
O -6.637 15.874 -0.681
H -7.018 16.313 -2.651
H -5.626 17.157 -1.916
H -5.582 15.421 -2.412
H -7.167 16.637 -0.438
C -5.565 13.289 -2.291
O -6.613 12.435 -2.775
H -4.881 12.725 -1.657
H -4.846 13.609 -3.046
H -5.872 14.245 -1.866
H -6.293 11.766 -3.385
C -7.824 13.528 -6.554
O -6.646 13.558 -5.808
H -8.332 14.489 -6.634
H -7.601 13.221 -7.576
H -8.544 12.826 -6.134
H -6.808 13.921 -4.935
C -9.791 15.106 -4.666
O -10.032 14.276 -5.765
H -10.341 14.777 -3.785
H -8.715 15.118 -4.488
H -10.133 16.110 -4.918
H -9.827 14.735 -6.582
O -7.137 14.326 -3.828
H -6.526 13.747 -3.372
H -7.866 14.434 -3.218
*
```

---

# 3
Density functional theory data (ωB97M-V with the def2-TZVPD basis set) for a 10-piece molecular cluster, C7H30O9 overall.

## Properties
- LUMO (eV) = -0.04
- gap between HOMO and LUMO (eV) = 9.016
- SMILES = C=C(C)/C(C)=C/C.O.O.O.O.O.O.O.O.O
- HOMO level (Eh) = -0.33268
- relative energy (zero: lowest compared OMol25 entry of this formula, charge and spin) (kcal/mol) = 50.23

Geometry as ORCA input:
```
! wB97M-V def2-TZVPD RIJCOSX def2/J DEFGRID3
* xyz 0 1
C -1.092 2.702 -2.305
C -0.869 1.810 -1.338
C -0.807 0.334 -1.752
C -0.813 2.022 0.148
C -1.770 3.049 0.728
C 0.137 1.383 0.860
C 0.300 1.487 2.334
H -1.328 3.720 -2.032
H -1.254 2.334 -3.326
H -1.226 -0.342 -1.005
H -1.570 0.015 -2.505
H 0.080 0.113 -2.325
H -1.673 3.059 1.794
H -1.641 3.996 0.217
H -2.815 2.705 0.627
H 0.663 0.568 0.365
H 1.275 1.651 2.831
H -0.225 2.338 2.782
H -0.025 0.571 2.835
O 4.205 0.616 -0.954
H 4.561 0.723 -0.058
H 3.847 1.520 -1.013
O 4.081 -1.984 -1.223
H 3.176 -1.902 -1.540
H 4.170 -1.081 -0.845
O 0.615 -0.433 -4.706
H 0.441 -1.223 -5.242
H 0.228 -0.746 -3.878
O -4.260 -2.207 2.134
H -4.587 -1.525 1.533
H -4.166 -1.886 3.033
O -0.175 -2.898 -0.807
H -0.173 -3.866 -0.802
H 0.426 -2.485 -0.184
O -2.788 -3.457 -0.074
H -3.248 -3.189 0.742
H -1.955 -2.933 -0.036
O 2.989 2.904 -0.012
H 2.154 2.734 -0.462
H 2.771 3.473 0.728
O 2.321 -3.028 0.841
H 2.790 -2.856 1.679
H 3.108 -2.826 0.269
O -2.356 -1.628 4.086
H -1.924 -1.433 3.243
H -1.597 -1.895 4.614
*
```

---

# 4
Density functional theory data (ωB97M-V with the def2-TZVPD basis set) for C7H31BO21Y as an isolated structure.

## Properties
- LUMO (spin up / spin down) (eV) = -8.56 / -11.56
- gap between HOMO and LUMO (spin up / spin down) (eV) = 6.062 / 2.962
- HOMO level (spin up / spin down) (Eh) = -0.53731 / -0.53384
- relative energy (zero: lowest compared OMol25 entry of this formula, charge and spin) (kcal/mol) = 10.81

Geometry as ORCA input:
```
! wB97M-V def2-TZVPD RIJCOSX def2/J DEFGRID3
* xyz 2 2
Y -2.503 25.596 -16.276
O -7.683 21.549 -18.442
C -6.588 21.555 -19.088
O -5.946 20.497 -19.569
B -4.896 20.978 -20.473
O -4.974 22.433 -20.375
C -5.842 22.838 -19.522
O -6.129 24.024 -19.288
O -5.144 20.440 -21.816
C -4.078 19.734 -22.157
O -4.023 19.026 -23.161
C -3.055 19.767 -21.025
O -3.528 20.551 -20.081
O -2.010 19.090 -21.005
C -0.881 23.139 -19.095
C -0.927 22.784 -17.564
C 0.172 21.826 -17.282
O -0.992 23.939 -16.811
H 0.146 23.273 -19.435
H -1.490 24.005 -19.353
H -1.315 22.319 -19.667
H -1.826 22.170 -17.518
H 1.167 22.161 -17.574
H -0.059 20.861 -17.735
H 0.382 21.641 -16.229
O -2.198 26.481 -20.603
H -1.511 26.159 -21.186
H -2.524 27.273 -21.029
O -4.164 23.849 -16.984
H -4.409 23.509 -17.844
H -4.844 23.523 -16.394
O 1.542 25.745 -18.728
H 2.174 25.087 -18.438
H 1.308 25.476 -19.617
O 2.519 18.983 -17.902
H 3.121 18.277 -17.667
H 2.181 19.299 -17.063
O -3.620 26.082 -18.490
H -3.247 26.204 -19.363
H -4.562 26.201 -18.612
O 1.591 24.595 -15.495
H 0.777 24.338 -15.928
H 2.143 23.814 -15.540
O -2.394 20.535 -15.330
H -2.461 21.310 -15.887
H -1.899 19.905 -15.854
O -0.846 18.709 -16.540
H -0.621 18.522 -17.451
H -0.136 18.315 -16.032
O -0.875 26.678 -17.588
H -0.250 26.153 -18.088
H -0.883 27.527 -18.030
O -0.771 22.960 -13.626
H -0.273 23.040 -14.440
H -0.109 22.989 -12.935
O 3.324 23.607 -19.145
H 3.521 22.858 -18.583
H 4.099 23.703 -19.698
O 2.134 23.253 -22.178
H 1.214 23.079 -21.980
H 2.568 23.252 -21.325
*
```

---

# 5
Density functional theory data (ωB97M-V with the def2-TZVPD basis set) for a 9-piece molecular cluster, C7H32O9 overall.

## Properties
- LUMO (eV) = -0.14
- gap between HOMO and LUMO (eV) = 8.551
- HOMO level (Eh) = -0.31944
- relative energy (zero: lowest compared OMol25 entry of this formula, charge and spin) (kcal/mol) = 300.75

Geometry as ORCA input:
```
! wB97M-V def2-TZVPD RIJCOSX def2/J DEFGRID3
* xyz 0 1
O 0.518 -0.488 0.117
H -0.219 -0.997 0.141
H 0.724 -0.823 1.061
H 0.002 0.277 0.399
O -0.424 1.905 0.188
H -0.941 2.599 -0.221
C 0.669 1.430 3.657
O -0.190 0.884 2.654
H 0.233 1.491 4.680
H 1.150 2.385 3.305
H 1.353 0.627 3.794
H -0.252 1.331 1.863
C 2.204 -2.872 1.501
O 1.455 -1.962 2.295
H 2.205 -3.710 2.203
H 3.286 -2.560 1.195
H 1.801 -3.263 0.562
H 1.591 -2.306 3.059
C -2.171 -2.449 -0.829
O -1.321 -2.418 0.230
H -3.061 -2.315 -0.318
H -1.901 -3.353 -1.512
H -2.148 -1.441 -1.215
H -1.652 -3.125 0.678
C -0.200 0.629 -3.056
O -0.791 1.725 -2.377
H 0.188 -0.276 -2.442
H 0.796 0.865 -3.741
H -0.792 0.129 -3.860
H -0.640 1.861 -1.585
C 2.185 4.023 -0.353
O 1.901 3.162 0.635
H 2.807 4.725 -0.232
H 1.125 4.642 -0.638
H 2.810 3.446 -1.259
H 1.052 2.628 0.411
C 1.122 -1.430 -3.487
O -0.038 -1.719 -2.607
H 1.439 -2.339 -4.169
H 2.109 -1.377 -2.831
H 1.212 -0.463 -4.082
H 0.095 -2.445 -2.200
C -3.503 0.420 1.672
O -2.974 1.095 0.468
H -4.491 0.739 2.057
H -2.626 0.389 2.356
H -3.638 -0.629 1.330
H -2.067 1.368 0.520
*
```

---

# 6
Density functional theory data (ωB97M-V with the def2-TZVPD basis set) for a 12-piece molecular cluster, C7H33NO11 overall.

## Properties
- LUMO (eV) = 0.31
- gap between HOMO and LUMO (eV) = 8.245
- SMILES = Cc1c[nH]c(C)c1C.O.O.O.O.O.O.O.O.O.O.O
- HOMO level (Eh) = -0.29154
- relative energy (zero: lowest compared OMol25 entry of this formula, charge and spin) (kcal/mol) = 0.00

Geometry as ORCA input:
```
! wB97M-V def2-TZVPD RIJCOSX def2/J DEFGRID3
* xyz 0 1
C -0.134 0.261 3.377
C -0.547 1.205 2.274
C -0.681 2.575 2.498
N -1.195 3.088 1.336
C -1.259 2.160 0.339
C -1.846 2.338 -1.018
C -0.808 0.966 0.905
C -0.701 -0.398 0.307
H -0.994 -0.184 3.867
H 0.394 0.882 4.105
H 0.416 -0.596 2.995
H -0.450 3.159 3.368
H -1.562 4.007 1.174
H -2.885 2.048 -1.117
H -1.265 1.732 -1.717
H -1.840 3.360 -1.410
H -0.061 -0.179 -0.575
H 0.021 -1.041 0.830
H -1.550 -0.947 -0.076
O 3.546 2.980 1.811
H 2.651 2.569 1.846
H 4.007 2.206 1.486
O -1.723 -1.348 -2.974
H -1.446 -2.003 -3.605
H -0.839 -0.963 -2.865
O -2.833 -2.382 1.688
H -3.503 -3.060 1.630
H -2.846 -1.686 1.009
O 2.616 0.681 0.518
H 3.315 0.136 0.073
H 1.956 0.005 0.664
O 1.701 3.375 -1.306
H 0.808 3.720 -1.352
H 1.946 3.400 -0.383
O 3.456 -1.738 -0.368
H 2.707 -2.319 -0.646
H 3.984 -2.276 0.240
O 1.142 -1.484 -3.513
H 1.164 -1.232 -4.458
H 1.301 -0.614 -3.055
O -0.412 -3.738 1.093
H -0.121 -3.727 1.999
H -1.329 -3.400 1.046
O 1.213 0.835 -2.145
H 1.574 0.576 -1.262
H 1.349 1.795 -2.226
O -3.807 -1.973 -0.894
H -3.421 -2.037 -1.794
H -4.298 -1.149 -0.925
O 1.423 -3.247 -0.921
H 0.738 -3.537 -0.265
H 0.930 -2.803 -1.608
*
```

---

Number 1: energy -36153.8801 eV. Number 2: energy -24112.4183 eV. Number 3: energy -26171.5167 eV. Number 4: energy -52466.0442 eV. Number 5: energy -26192.0599 eV. Number 6: energy -31808.1286 eV.